2 unconnected molecules or ions with the total composition C6H12N2, computed with ωB97M-V/def2-TZVPD.

ORCA input file:
```
! RIJCOSX wB97M-V def2-TZVPD def2/J DEFGRID3
* xyz -1 2
C -2.64774 0.78521 -0.40914
C -1.55823 1.32067 0.49510
C -0.04125 2.99489 0.01604
N -0.37263 1.80376 -0.21670
H -3.44195 0.32459 0.18234
H -3.08125 1.59383 -1.00286
H -2.25058 0.00459 -1.05962
H -1.29366 0.50628 1.17041
H -1.96466 2.15021 1.09684
H -0.61710 3.71545 0.60993
H 0.82385 3.37286 -0.52816
C 1.56571 -2.88964 -0.38278
C 2.34365 -2.27102 -1.31379
C 1.53204 -1.34825 1.36447
N 0.90630 -2.27351 0.64636
H 1.33003 -3.95835 -0.45408
H 2.35854 -1.18769 -1.36651
H 2.86760 -2.83681 -2.07759
H 0.94840 -0.69439 2.00841
H 2.59292 -1.11268 1.22136
*
```

Computed properties:
Orbital gap (spin up / spin down), eV: 3.1 / 6.3
Expectation value of S²: 0.76
Lowest unoccupied orbital energy (spin up / spin down), eV: 3.50 / 3.47
E_HOMO (spin up / spin down), eV: 0.38 / -2.87

C6H12N2 in the gas phase, computed with ωB97M-V/def2-TZVPD.

ORCA input file:
```
! RIJCOSX wB97M-V def2-TZVPD def2/J DEFGRID3
* xyz 0 1
C 1.60445 0.28150 0.84105
C 0.26838 0.03995 1.05935
C -0.42325 0.07139 2.38384
N -0.46044 -0.05780 -0.07889
C -1.73015 -0.74054 -0.16313
C 0.38288 0.16967 -1.25117
C 0.42660 -0.75800 -2.23384
N 0.54908 1.53555 -1.52631
H 2.25647 -0.27340 0.18609
H 2.17735 0.75397 1.62769
H -1.36102 0.62496 2.34822
H -0.64027 -0.94504 2.71451
H 0.22407 0.54595 3.11889
H -2.09601 -0.61681 -1.18055
H -1.64004 -1.81290 0.03749
H -2.42596 -0.31821 0.56297
H 0.12874 -1.77777 -2.06334
H 0.80497 -0.50604 -3.20975
H 0.94042 2.07302 -0.76798
H 1.01373 1.71055 -2.40515
*
```

Computed properties:
Orbital gap, eV: 8.5
SMILES string: C=C(C)N(C)C(=C)N
Lowest unoccupied orbital energy, eV: 0.99
E_HOMO, eV: -7.49

2 unconnected molecules or ions with the total composition C6H12N2, computed with ωB97M-V/def2-TZVPD.

ORCA input file:
```
! RIJCOSX wB97M-V def2-TZVPD def2/J DEFGRID3
* xyz 0 1
C 0.23857 -0.41311 1.72518
C 0.27599 0.98740 1.30812
C -0.54818 1.62995 0.44009
N 0.06155 2.88190 0.10615
C 1.38560 2.88240 0.84087
N 1.53832 1.68675 1.41664
H 1.25450 -0.95079 1.41177
H -0.43750 -1.09537 1.13085
H -0.07357 -0.50168 2.77166
H -1.34685 1.37015 -0.27796
H -0.28224 3.31304 -0.71592
H 2.13828 3.60928 0.47253
C -0.08043 -2.37942 -1.69848
C -1.04247 -1.49925 -0.86337
H -0.27146 -2.01400 -2.69700
H 1.07777 -1.97711 -1.73622
H -0.09140 -3.42740 -1.42343
H -0.48029 -0.67679 -0.54944
H -1.44907 -2.18892 -0.09934
H -1.86711 -1.23703 -1.56269
*
```

Computed properties:
Orbital gap, eV: 9.6
SMILES string: Cc1c[nH]cn1.CC
Lowest unoccupied orbital energy, eV: 0.90
E_HOMO, eV: -8.66

2 unconnected molecules or ions with the total composition C6H12N2, computed with ωB97M-V/def2-TZVPD.

ORCA input file:
```
! RIJCOSX wB97M-V def2-TZVPD def2/J DEFGRID3
* xyz 0 1
C 1.93776 1.54689 1.76673
C 0.91608 1.33788 0.72834
C -0.37807 1.80050 0.57963
N -0.76420 1.71749 -0.73280
C 0.28737 1.04189 -1.36065
N 1.25131 0.83568 -0.55759
H 2.89667 1.92712 1.36176
H 2.32334 0.63149 2.20568
H 1.74756 2.24274 2.58961
H -1.05371 2.26546 1.26436
H -1.71334 1.92062 -0.99181
H 0.21763 0.91468 -2.43307
C -1.17764 -2.16109 0.15935
C -0.74990 -2.36720 -1.28301
H -0.41710 -2.59930 0.82387
H -1.21396 -1.06549 0.43379
H -2.14402 -2.51483 0.48819
H -1.29207 -1.85868 -2.09987
H -1.00522 -3.37536 -1.61428
H 0.33150 -2.24049 -1.32820
*
```

Computed properties:
Orbital gap, eV: 9.4
SMILES string: Cc1c[nH]cn1.CC
Lowest unoccupied orbital energy, eV: 0.90
E_HOMO, eV: -8.50

| no. | strongest force on any atom (eV/A) |
| --- | --- |
| 1 | 1.43 |
| 2 | 3.48 |
| 3 | 4.64 |
| 4 | 3.10 |